76
Properties=species:S:1:pos:R:3:forces:R:3:lowdin_charge:R:1 method="wB97M-V/def2-TZVPD" multiplicity=1 total_charge=-1 orbital_gap_ev=3.8 largest_force_ev_per_a=2.0 homo_energy_ev=-1.50
C 0.546 -4.761 2.047 -1.1 0.1 -0.4 -0.129
C 0.361 -4.382 0.552 0.7 -1.1 0.4 -0.261
C 1.678 -3.978 -0.159 -0.7 0.5 -0.6 -0.189
C 1.915 -2.448 -0.249 0.1 -0.1 -1.2 -0.323
O 0.725 -1.750 -0.491 -0.3 -1.0 0.1 -0.379
N 0.958 -0.437 0.080 0.7 1.6 0.8 -0.168
H 0.851 -3.913 2.672 0.2 -0.2 -0.2 0.067
H -0.446 -5.078 2.422 0.4 0.1 0.1 0.056
H 1.211 -5.627 2.164 0.1 0.4 0.0 0.059
H -0.443 -3.649 0.428 0.5 0.1 0.0 0.089
H 0.009 -5.303 0.050 0.0 0.3 0.2 0.091
H 2.565 -4.485 0.253 -0.3 0.2 0.1 0.099
H 1.594 -4.355 -1.195 0.1 0.2 0.3 0.094
H 2.464 -2.007 0.592 -0.4 -0.2 0.2 0.080
H 2.550 -2.279 -1.151 0.3 -0.1 0.4 0.091
H 0.129 0.136 -0.110 -0.3 -0.6 -0.4 -0.083
C -4.134 2.895 2.606 -0.1 0.3 0.0 -0.049
O -4.129 1.475 2.503 -0.3 0.1 0.0 -0.020
C -2.904 0.933 2.538 0.0 -0.5 -0.1 -0.624
O -1.878 1.535 2.649 0.2 0.3 0.1 0.143
O -3.044 -0.386 2.433 -0.1 0.0 0.1 -0.025
C -1.807 -1.121 2.452 0.4 -0.3 -0.2 -0.022
H -5.172 3.216 2.565 0.0 -0.2 0.0 0.090
H -3.702 3.213 3.554 0.1 0.0 -0.1 0.095
H -3.594 3.342 1.772 0.1 0.0 0.1 0.098
H -1.283 -0.965 3.395 0.0 0.2 -0.1 0.096
H -1.165 -0.840 1.611 0.1 0.1 0.2 0.070
H -2.057 -2.177 2.363 -0.2 0.1 0.0 0.085
C 7.524 -5.592 -0.571 0.1 -0.3 0.1 -0.053
O 7.797 -4.290 -1.081 0.2 -0.1 0.0 -0.002
C 6.721 -3.498 -1.134 0.2 0.3 -0.1 -0.633
O 5.612 -3.796 -0.802 -0.3 -0.3 0.2 0.134
O 7.097 -2.319 -1.621 0.1 0.0 -0.1 0.001
C 6.025 -1.375 -1.727 -0.2 0.4 -0.1 -0.033
H 8.462 -6.142 -0.574 0.1 0.2 -0.1 0.088
H 7.151 -5.536 0.451 -0.1 0.0 -0.1 0.097
H 6.809 -6.113 -1.208 -0.1 0.1 0.1 0.096
H 5.597 -1.164 -0.748 -0.1 -0.1 -0.1 0.101
H 5.256 -1.739 -2.406 0.0 -0.1 0.2 0.095
H 6.444 -0.457 -2.132 0.2 -0.1 0.0 0.091
C 0.389 0.310 -3.434 -0.1 -0.6 0.3 -0.035
O 0.659 1.617 -3.962 -0.1 0.3 -0.2 -0.005
C -0.405 2.409 -4.026 0.6 -0.4 0.1 -0.638
O -1.523 2.122 -3.700 -0.4 0.1 0.0 0.127
O -0.013 3.591 -4.523 0.1 0.2 -0.1 -0.018
C -1.060 4.547 -4.648 -0.1 0.2 0.0 -0.056
H 1.324 -0.241 -3.428 0.1 0.2 0.0 0.091
H 0.026 0.381 -2.409 0.1 -0.1 0.0 0.071
H -0.325 -0.223 -4.065 -0.1 0.2 0.0 0.094
H -1.492 4.776 -3.674 -0.1 -0.1 0.0 0.097
H -1.829 4.190 -5.332 -0.1 -0.1 0.1 0.094
H -0.619 5.454 -5.057 0.2 -0.1 0.0 0.089
C 1.863 3.918 -1.407 -0.3 -0.5 0.1 -0.017
O 3.082 4.521 -1.857 0.0 0.1 0.0 0.017
C 3.076 5.846 -1.833 0.1 -0.6 -0.1 -0.630
O 2.169 6.549 -1.480 -0.2 0.3 0.1 0.120
O 4.265 6.272 -2.273 0.2 0.1 -0.1 0.000
C 4.395 7.689 -2.298 0.1 0.2 0.0 -0.057
H 1.983 2.838 -1.471 0.2 0.1 0.0 0.094
H 1.664 4.181 -0.369 0.0 0.1 -0.1 0.102
H 1.030 4.212 -2.045 0.1 0.1 0.1 0.085
H 4.291 8.104 -1.296 -0.1 0.0 0.0 0.095
H 3.660 8.132 -2.971 -0.1 0.0 0.1 0.095
H 5.392 7.914 -2.669 0.0 -0.2 0.0 0.089
C -9.762 -0.948 5.087 -0.2 0.1 0.2 -0.055
O -8.578 -1.681 4.789 -0.1 -0.1 0.2 -0.001
C -7.859 -1.161 3.789 0.4 -0.4 0.0 -0.630
O -8.137 -0.174 3.167 -0.2 0.3 -0.1 0.127
O -6.791 -1.929 3.610 -0.1 -0.1 0.0 0.012
C -5.917 -1.490 2.561 0.3 0.0 -0.3 -0.022
H -10.258 -1.460 5.908 0.2 -0.1 0.0 0.089
H -9.518 0.066 5.402 0.0 0.0 -0.1 0.096
H -10.431 -0.929 4.228 0.1 0.1 0.0 0.095
H -5.523 -0.502 2.777 -0.1 0.0 -0.1 0.075
H -6.436 -1.494 1.603 -0.1 0.1 0.1 0.103
H -5.089 -2.190 2.512 -0.1 -0.1 0.2 0.092


65
Properties=species:S:1:pos:R:3:forces:R:3:lowdin_charge:R:1 method="wB97M-V/def2-TZVPD" e_above_lowest_kcal_mol=5.3 multiplicity=6 total_charge=+3 orbital_gap_ev="5.8 / 7.4" largest_force_ev_per_a=3.2 homo_energy_ev="-16.93 / -16.93"
Sm -0.670 -0.494 0.082 1.5 1.4 2.2 1.125
P 1.761 0.790 1.918 0.9 0.7 0.3 0.740
P -1.956 1.751 1.389 -1.5 0.6 0.0 0.696
P 0.802 1.526 -1.233 -0.2 0.2 -1.1 0.656
H -0.434 -3.796 1.191 0.8 -0.8 -0.2 0.072
C 0.485 -3.825 0.563 -1.5 0.0 0.1 -0.077
C 1.459 -3.020 0.987 -0.1 1.2 0.2 -0.087
H 1.347 -2.601 2.003 0.0 0.0 -0.6 0.047
C 2.147 0.327 3.653 -0.3 -0.4 0.1 -0.268
C 1.613 2.601 2.236 -0.3 0.0 -0.2 -0.258
C 3.494 0.761 1.311 0.0 -0.2 -0.2 -0.257
C -3.680 1.461 0.793 0.4 -0.3 -0.1 -0.255
C -2.322 2.012 3.157 0.5 -0.2 0.3 -0.234
C -1.736 3.466 0.863 0.5 0.2 -0.2 -0.251
C 2.079 0.647 -2.203 0.0 -0.3 0.1 -0.252
C 1.496 3.197 -1.207 0.1 0.2 0.6 -0.235
C -0.533 1.788 -2.465 -0.1 -0.2 0.1 -0.276
H 0.432 -4.511 -0.305 0.3 0.9 0.3 0.087
H 2.317 -2.642 0.428 0.2 -0.9 0.1 0.069
H 2.279 -0.756 3.745 0.0 0.1 0.1 0.051
H 1.363 0.669 4.339 0.1 -0.1 -0.1 0.040
H 3.084 0.813 3.955 -0.3 -0.1 -0.1 0.070
H 0.744 2.783 2.880 0.2 0.1 -0.1 0.031
H 1.515 3.171 1.307 -0.1 -0.1 0.3 0.007
H 2.515 2.952 2.757 -0.2 -0.2 -0.1 0.077
H 3.828 -0.282 1.261 0.1 0.2 -0.1 0.055
H 4.138 1.296 2.019 -0.2 -0.1 -0.2 0.067
H 3.595 1.236 0.331 0.0 -0.2 0.1 0.022
H -4.281 2.341 1.071 0.1 -0.4 -0.2 0.073
H -4.079 0.550 1.267 -0.1 0.3 -0.2 0.059
H -3.673 1.339 -0.300 -0.3 0.1 0.2 0.046
H -3.249 2.597 3.275 0.4 -0.2 -0.1 0.084
H -1.480 2.571 3.586 -0.3 -0.1 0.1 0.053
H -2.425 1.060 3.691 -0.1 0.3 -0.1 0.024
H -2.607 4.059 1.170 0.2 -0.1 -0.1 0.080
H -1.616 3.525 -0.226 -0.1 0.1 0.3 0.033
H -0.834 3.853 1.349 -0.2 0.1 -0.2 0.042
H 1.973 0.958 -3.251 0.3 -0.1 0.2 0.074
H 1.977 -0.444 -2.128 0.1 0.4 -0.1 0.010
H 3.062 0.920 -1.802 -0.2 0.0 -0.3 0.053
H 1.664 3.500 -2.251 0.0 -0.1 0.3 0.087
H 2.435 3.193 -0.647 0.0 0.1 -0.3 0.052
H 0.811 3.894 -0.715 0.1 0.0 -0.2 0.049
H -0.036 2.004 -3.420 -0.4 0.0 0.1 0.073
H -1.191 2.623 -2.173 0.2 -0.4 -0.2 0.054
H -1.114 0.857 -2.571 -0.1 0.6 -0.3 -0.023
C -0.791 -2.726 -3.712 0.4 -1.7 -0.6 -0.504
C -1.837 -2.599 -4.637 -0.8 1.2 0.3 -0.081
C -1.846 -3.319 -5.845 -0.3 0.1 0.5 -0.035
C -0.880 -4.290 -6.102 0.0 0.5 0.1 -0.018
C 0.100 -4.531 -5.134 -0.5 0.4 0.4 -0.032
C 0.122 -3.786 -3.942 0.5 0.0 0.1 -0.087
S -0.511 -1.648 -2.271 -0.9 -1.7 -0.5 0.755
H -0.836 -2.375 -1.079 0.1 -0.5 -1.7 -0.135
H -2.670 -1.917 -4.387 0.6 -0.3 -0.5 0.122
H -2.650 -3.142 -6.571 0.3 0.0 0.5 0.133
H -0.914 -4.845 -7.049 0.1 0.2 0.5 0.138
H 0.817 -5.321 -5.317 0.1 0.1 0.3 0.124
H 0.841 -4.059 -3.167 0.0 0.3 -0.4 0.107
C -0.940 -1.085 5.061 0.0 0.1 1.3 -0.002
C -0.867 -0.918 3.631 0.2 -0.1 -2.7 -0.196
N -0.780 -0.795 2.467 -0.6 -0.8 3.1 -0.050
H -1.668 -0.363 5.513 0.6 -0.5 -0.5 0.126
H 0.065 -0.890 5.510 -0.7 -0.1 -0.4 0.115
H -1.252 -2.114 5.355 0.2 0.6 -0.4 0.132


65
Properties=species:S:1:pos:R:3:forces:R:3:lowdin_charge:R:1 method="wB97M-V/def2-TZVPD" multiplicity=6 total_charge=+3 orbital_gap_ev="5.8 / 6.2" largest_force_ev_per_a=4.8 homo_energy_ev="-16.75 / -16.76"
Sm -1.531 0.341 -1.465 3.0 -1.0 3.6 1.215
P -1.911 -1.971 0.232 -0.7 -0.6 0.5 0.688
P 1.344 -0.113 1.307 0.1 0.2 0.5 0.756
P 0.924 -0.944 -2.215 0.5 -0.6 -0.5 0.664
H -4.222 2.506 -3.580 1.1 0.0 -0.2 0.113
C -3.766 1.538 -3.846 1.3 0.1 -0.1 0.161
C -2.591 0.998 -3.338 -2.8 1.1 -2.8 -0.294
H -1.664 1.620 -3.219 -1.0 0.3 -0.3 0.014
C -3.371 -1.608 1.324 0.2 0.1 -0.3 -0.259
C -0.986 -3.185 1.252 0.4 -0.1 0.0 -0.241
C -2.676 -3.021 -1.083 0.1 0.0 0.2 -0.262
C 2.623 1.185 1.567 -0.1 0.1 -0.4 -0.286
C 0.458 0.085 2.911 -0.2 -0.1 0.0 -0.283
C 2.361 -1.607 1.679 -0.2 -0.1 -0.2 -0.274
C 0.678 -1.052 -4.038 -0.1 0.0 0.1 -0.265
C 1.223 -2.710 -1.792 -0.2 0.1 0.1 -0.241
C 2.661 -0.379 -2.104 0.0 0.2 0.1 -0.243
H -4.313 1.091 -4.684 -0.4 -0.9 1.0 0.116
H -2.480 -0.117 -3.420 0.2 0.7 -1.3 0.054
H -4.104 -0.990 0.774 0.2 -0.4 0.3 0.047
H -3.046 -1.033 2.211 -0.1 -0.4 -0.4 0.042
H -3.834 -2.560 1.638 0.1 0.5 -0.1 0.073
H -0.581 -2.719 2.165 -0.3 -0.1 -0.4 0.038
H -0.137 -3.608 0.694 -0.3 0.2 0.1 0.041
H -1.645 -4.018 1.554 0.1 0.4 -0.2 0.081
H -3.262 -2.408 -1.790 0.0 -0.3 0.2 0.038
H -3.348 -3.712 -0.558 0.0 0.0 -0.5 0.070
H -1.921 -3.582 -1.658 -0.3 0.2 0.3 0.049
H 3.283 0.940 2.405 -0.1 0.0 -0.1 0.064
H 2.147 2.151 1.764 0.1 -0.1 0.0 0.042
H 3.228 1.283 0.660 0.1 0.0 0.2 0.030
H 1.163 -0.040 3.746 -0.3 0.1 -0.2 0.068
H -0.348 -0.658 3.005 0.2 0.2 0.1 0.021
H 0.018 1.091 2.968 0.2 -0.3 0.0 0.019
H 2.907 -1.492 2.624 -0.1 0.1 -0.2 0.067
H 3.091 -1.770 0.877 -0.1 0.0 0.2 0.037
H 1.720 -2.494 1.753 0.2 0.1 0.0 0.024
H 1.593 -1.526 -4.431 -0.5 0.2 -0.2 0.066
H 0.533 -0.057 -4.492 0.2 -0.3 0.1 0.047
H -0.203 -1.679 -4.266 0.4 0.1 0.0 0.055
H 1.894 -3.131 -2.553 -0.1 0.1 0.2 0.078
H 0.308 -3.315 -1.753 0.2 0.2 -0.1 0.028
H 1.713 -2.747 -0.811 -0.1 -0.1 -0.3 0.030
H 3.171 -0.833 -2.964 0.1 0.1 0.3 0.072
H 3.099 -0.765 -1.172 -0.1 0.2 -0.3 0.038
H 2.782 0.707 -2.159 0.0 -0.3 0.0 0.019
C 0.582 3.407 -3.136 0.2 0.2 0.2 -0.551
C -0.577 3.703 -3.844 0.0 -0.4 0.4 -0.178
C -0.546 3.750 -5.232 0.2 -0.1 -0.2 -0.054
C 0.642 3.531 -5.941 -0.5 0.3 0.5 -0.036
C 1.809 3.386 -5.209 0.4 0.1 0.1 -0.043
C 1.798 3.350 -3.811 -0.4 -0.2 0.1 -0.110
Se 0.480 3.092 -1.152 1.5 -1.2 -1.6 0.814
H 1.851 2.322 -1.252 -1.7 0.9 0.4 -0.075
H -1.478 3.900 -3.272 -0.2 0.1 -0.3 0.104
H -1.458 3.960 -5.764 -0.2 0.1 -0.1 0.116
H 0.656 3.569 -7.028 0.0 0.0 0.3 0.129
H 2.757 3.340 -5.737 0.0 -0.1 0.2 0.127
H 2.712 3.302 -3.246 0.3 -0.2 0.0 0.105
C -2.675 2.409 2.779 -0.2 0.2 0.5 0.011
C -2.512 1.891 1.438 0.2 -1.0 -1.7 -0.132
N -2.379 1.415 0.377 -0.6 1.6 3.0 0.001
H -3.229 3.358 2.777 0.1 -0.2 -0.2 0.125
H -1.704 2.591 3.260 -0.1 -0.1 -0.3 0.107
H -3.232 1.692 3.404 0.1 0.1 -0.3 0.125